Below is a cluster of 17 separate species, C84H190O39 in total, with properties calculated with ωB97M-V with the def2-TZVPD basis set.

Atoms and positions in Å:
C  2.9156  -6.3147  -0.1896
O  2.1086  -7.3657  -0.6975
C  0.7000  -7.0669  -0.4702
C  -0.1128  -8.3069  -0.5873
O  -0.1570  -8.5409  -1.9841
C  -0.5950  -9.7987  -2.3976
C  -0.2058  -10.0008  -3.8180
O  -0.6747  -11.2670  -4.0793
C  -0.2696  -11.8420  -5.3157
H  2.7619  -5.3496  -0.7277
H  3.9596  -6.6743  -0.3031
H  2.7715  -6.0088  0.8430
H  0.3439  -6.3887  -1.2320
H  0.6338  -6.6767  0.5622
H  -1.1165  -8.2155  -0.1030
H  0.3706  -9.0973  -0.0055
H  -1.6584  -9.9694  -2.2903
H  -0.2366  -10.5664  -1.7234
H  0.9168  -9.8894  -3.8202
H  -0.6581  -9.2526  -4.4942
H  0.7837  -11.5753  -5.4825
H  -0.9376  -11.6460  -6.1413
H  -0.2890  -12.9363  -5.1740
C  -3.1105  3.4682  0.5194
O  -2.7920  4.5643  1.3729
C  -1.8777  5.4472  0.7758
C  -1.5708  6.5304  1.7690
O  -0.7075  6.0236  2.7811
C  -0.7813  6.7673  4.0034
C  0.0098  8.0630  4.0173
O  -0.5214  9.0616  3.1663
C  -1.6537  9.7290  3.7091
H  -3.4778  3.7912  -0.4554
H  -3.8654  2.9361  1.1120
H  -2.1685  2.8905  0.3349
H  -2.1448  5.8885  -0.1757
H  -0.9460  4.8997  0.6044
H  -2.5082  6.8150  2.2276
H  -1.0622  7.3332  1.2957
H  -0.3021  6.0973  4.7084
H  -1.7983  6.9459  4.3481
H  0.9932  7.9216  3.6151
H  0.1357  8.3934  5.0497
H  -1.4252  10.2553  4.6311
H  -2.5034  9.0489  3.8677
H  -1.9311  10.5422  2.9695
C  7.3607  1.9201  3.2312
O  6.4065  2.8243  2.7321
C  5.2908  2.8664  3.5704
C  4.2621  3.8743  3.0581
O  4.9649  5.1282  3.1921
C  4.2098  6.2982  3.1840
C  3.8318  6.7574  4.5312
O  3.0174  5.7537  5.1210
C  2.9871  5.9347  6.5169
H  8.1737  1.7615  2.5184
H  6.9063  0.9510  3.4955
H  7.8483  2.3442  4.1159
H  5.6421  3.0892  4.5858
H  4.8154  1.8763  3.6759
H  3.3675  3.8947  3.6759
H  4.0134  3.5866  2.0380
H  3.3236  6.1485  2.5169
H  4.8462  7.1327  2.7726
H  3.2916  7.7140  4.5215
H  4.7762  6.8323  5.0841
H  2.4930  6.8822  6.7748
H  4.0352  5.8772  6.9355
H  2.4037  5.2569  7.1300
C  5.3099  6.6402  -1.3240
O  4.0002  6.1964  -1.6929
C  4.1394  4.8697  -2.2081
C  2.9576  4.4875  -3.0828
O  3.3440  4.3215  -4.4043
C  3.5731  5.5275  -5.0618
C  3.9713  5.1956  -6.4885
O  3.9838  6.4324  -7.1414
C  4.3423  6.3010  -8.4925
H  5.7878  5.9442  -0.6524
H  5.2033  7.6188  -0.8392
H  5.9565  6.7625  -2.1856
H  4.1711  4.2299  -1.2548
H  5.0672  4.7605  -2.7824
H  2.1577  5.2339  -3.0476
H  2.4815  3.5581  -2.7894
H  4.3976  6.0426  -4.6073
H  2.7058  6.1993  -5.0655
H  3.3219  4.4352  -6.8994
H  5.0031  4.7928  -6.5950
H  4.3704  7.3307  -8.9050
H  3.6329  5.6927  -9.0538
H  5.3486  5.8783  -8.5832
C  -5.2007  1.8392  -2.2690
O  -5.2145  0.9716  -1.1020
C  -6.2945  1.3281  -0.2893
C  -6.4112  0.3657  0.8069
O  -5.3766  0.5493  1.7154
C  -5.2346  -0.4761  2.6981
C  -3.8571  -0.2793  3.3997
O  -2.7448  -0.6526  2.5792
C  -2.3926  0.3691  1.6652
H  -6.1843  1.7186  -2.7606
H  -4.3679  1.4341  -2.8836
H  -4.9603  2.8509  -1.9780
H  -7.2361  1.2308  -0.8664
H  -6.1612  2.3237  0.1591
H  -6.3834  -0.6418  0.3608
H  -7.4502  0.4960  1.2725
H  -5.2883  -1.4635  2.2248
H  -6.0428  -0.3738  3.4996
H  -3.7992  -0.9111  4.2733
H  -3.8118  0.7993  3.6241
H  -1.9821  1.2033  2.2808
H  -3.3108  0.7214  1.2092
H  -1.5972  0.0375  0.9348
C  3.5921  -3.2457  -2.7634
O  3.3131  -1.9004  -2.3804
C  3.3692  -0.8879  -3.4093
C  2.9789  0.4451  -2.8024
O  3.9502  1.0581  -2.0207
C  3.7971  0.9950  -0.5753
C  5.0071  1.5697  0.1363
O  6.2084  0.8361  -0.0810
C  7.0839  1.5374  -0.9452
H  3.2800  -3.8799  -1.9250
H  4.6654  -3.3851  -2.9696
H  3.0995  -3.4720  -3.7247
H  2.6122  -1.1157  -4.1722
H  4.3579  -0.9174  -3.8466
H  2.0826  0.2644  -2.2051
H  2.7327  1.1037  -3.6265
H  3.5945  -0.0795  -0.4028
H  2.9657  1.5508  -0.1722
H  4.7304  1.3522  1.1970
H  5.1030  2.6010  -0.1712
H  6.8003  1.4098  -1.9776
H  8.0096  1.0545  -0.7244
H  7.1395  2.5997  -0.7575
C  -2.6479  6.3075  -4.7524
O  -1.9198  5.1018  -4.4505
C  -1.7613  4.8662  -3.0648
C  -0.6642  3.8849  -2.8414
O  -1.1531  2.5673  -3.2322
C  -0.3434  1.5919  -2.6853
C  -0.6313  0.2350  -3.3084
O  -1.9821  -0.1160  -3.2836
C  -2.4601  -0.4056  -2.0132
H  -2.2362  7.1429  -4.1792
H  -3.7248  6.2159  -4.5840
H  -2.5435  6.5571  -5.8040
H  -2.6712  4.4278  -2.6758
H  -1.5346  5.7286  -2.4846
H  -0.4552  3.9249  -1.7775
H  0.2531  4.1735  -3.3846
H  -0.5717  1.5153  -1.6544
H  0.6959  1.8994  -2.8741
H  -0.0748  -0.5803  -2.7929
H  -0.3815  0.2144  -4.3642
H  -3.5259  -0.7008  -2.1450
H  -2.5471  0.4355  -1.3231
H  -1.8728  -1.2196  -1.5665
C  -6.2585  -6.5453  4.1369
O  -5.0720  -5.8714  4.1549
C  -5.2422  -4.5415  3.8265
C  -3.9480  -3.8218  3.8323
O  -3.1161  -4.3444  2.7776
C  -1.8042  -3.8310  2.8380
C  -0.9906  -4.9231  2.0824
O  -0.7422  -6.0821  2.8504
C  -1.8370  -7.0317  2.9592
H  -6.8269  -6.3910  5.0820
H  -6.0910  -7.6089  4.1188
H  -6.9844  -6.1495  3.3837
H  -5.8687  -4.0174  4.6099
H  -5.7006  -4.4421  2.8144
H  -3.4675  -3.9173  4.8209
H  -4.1533  -2.7810  3.7072
H  -1.4808  -3.8356  3.8958
H  -1.7127  -2.8314  2.5341
H  -0.0426  -4.5306  1.9658
H  -1.5564  -5.1905  1.1906
H  -2.4945  -6.7131  3.7651
H  -1.3869  -8.0294  3.0973
H  -2.4222  -7.0607  2.0307
C  -1.5987  3.1559  4.6869
O  -0.3516  2.5188  4.9831
C  0.7023  3.4802  5.1229
C  1.8827  2.6845  5.5843
O  1.6512  2.0656  6.8070
C  2.7537  1.3013  7.1900
C  2.4430  0.4825  8.4160
O  1.7768  -0.7245  8.0926
C  1.3240  -1.3959  9.2282
H  -2.3519  2.4174  4.4168
H  -1.6684  3.9189  3.8973
H  -2.0403  3.6662  5.6152
H  0.4538  4.2523  5.8313
H  0.9042  4.0167  4.1899
H  2.7519  3.3597  5.6347
H  2.0149  1.8938  4.8410
H  3.6500  1.9355  7.3753
H  3.0870  0.7123  6.3429
H  1.8197  1.0227  9.1366
H  3.3666  0.2702  8.9293
H  0.7245  -0.7107  9.8493
H  2.1785  -1.8278  9.8212
H  0.7249  -2.1983  8.8683
C  -7.6224  -2.2504  -4.1637
O  -6.4252  -2.2063  -4.9208
C  -5.6090  -1.0653  -4.7558
C  -4.2449  -1.4265  -5.2249
O  -3.6672  -2.4646  -4.3816
C  -2.3480  -2.8280  -4.8631
C  -2.2154  -3.5939  -6.1768
O  -2.5066  -4.9916  -5.9908
C  -3.9290  -5.2094  -5.8104
H  -7.4198  -2.2230  -3.0672
H  -8.0016  -3.2596  -4.3567
H  -8.4062  -1.4618  -4.4287
H  -5.5258  -0.7513  -3.6970
H  -5.9330  -0.2258  -5.3722
H  -3.5631  -0.5781  -5.1621
H  -4.3047  -1.7756  -6.2638
H  -1.8648  -3.4074  -4.0224
H  -1.7463  -1.9080  -4.9636
H  -1.2044  -3.5246  -6.5253
H  -2.8894  -3.2312  -6.9865
H  -4.2986  -4.8558  -4.7983
H  -4.1239  -6.2853  -5.9720
H  -4.5564  -4.6550  -6.5230
C  1.7473  4.3526  0.9589
O  1.8164  3.1674  1.6149
C  0.6320  2.4162  1.7267
C  0.9079  1.0218  2.1281
O  0.8853  0.1588  1.0444
C  1.2556  -1.1791  1.4285
C  1.1690  -2.1360  0.3081
O  -0.1826  -2.3946  0.0215
C  -0.3332  -3.2316  -1.1284
H  0.9859  5.1024  1.3304
H  1.6141  4.2055  -0.1394
H  2.7402  4.7887  1.0083
H  0.1054  2.4785  0.7652
H  0.0460  2.9482  2.4600
H  0.1890  0.6640  2.8385
H  1.8672  0.8795  2.6469
H  0.6261  -1.4674  2.2517
H  2.2730  -1.2098  1.8204
H  1.6477  -3.0596  0.6085
H  1.7100  -1.6855  -0.5215
H  -0.1628  -2.7168  -2.0533
H  -1.3185  -3.6497  -1.0969
H  0.3370  -4.0835  -1.0542
C  -2.6143  -6.9807  -3.5523
C  -2.7969  -6.7953  -2.1472
O  -2.3702  -5.8500  -1.4880
C  -3.6902  -7.8226  -1.4737
H  -1.7868  -6.4574  -4.0328
H  -3.4871  -6.4783  -4.0312
H  -2.6598  -8.0290  -3.8547
H  -3.7825  -7.7286  -0.4059
H  -3.2495  -8.7790  -1.6817
H  -4.6988  -7.8265  -1.8734
C  -5.5068  -3.7202  -1.7278
C  -5.4437  -3.0491  -0.3720
O  -6.4323  -2.8843  0.3002
C  -4.0824  -2.6117  0.0831
H  -5.1212  -3.0530  -2.4909
H  -6.4593  -4.1998  -1.9330
H  -4.7557  -4.5432  -1.6948
H  -3.4418  -2.9513  -0.6939
H  -3.7416  -3.2504  0.9135
H  -4.1382  -1.5449  0.3503
C  0.6302  -5.3477  -3.5031
C  0.9716  -4.5224  -4.7463
O  0.8628  -3.3059  -4.7362
C  1.4646  -5.2293  -5.9598
H  0.5508  -6.4285  -3.5810
H  -0.2163  -4.8929  -2.9874
H  1.4561  -5.1648  -2.8157
H  1.3972  -4.4836  -6.7547
H  0.6518  -5.9869  -6.0842
H  2.4455  -5.7440  -5.8765
C  1.3010  -3.1335  4.5465
C  1.0164  -1.6641  4.6777
O  1.9354  -0.8720  4.4203
C  -0.3488  -1.2265  5.0620
H  0.8680  -3.4782  3.5925
H  0.7528  -3.6635  5.3286
H  2.3751  -3.3583  4.5731
H  -1.1125  -1.7338  4.5240
H  -0.4500  -0.1968  4.8983
H  -0.4268  -1.4091  6.1398
C  6.2332  -2.1267  -1.0518
C  5.6446  -2.8656  0.0591
O  5.1108  -3.9460  -0.1150
C  5.6408  -2.2305  1.4533
H  6.3501  -2.8670  -1.8726
H  7.1608  -1.6991  -0.6985
H  5.5740  -1.3120  -1.3972
H  5.5188  -1.1507  1.4234
H  6.6356  -2.4677  1.8069
H  4.9605  -2.7273  2.1526
C  1.5100  8.3556  0.0081
C  0.5549  7.8355  -1.0176
O  0.1649  6.7112  -1.0048
C  -0.0498  8.8262  -2.0273
H  2.1136  9.1699  -0.4466
H  2.1316  7.5315  0.3996
H  0.8294  8.7430  0.7827
H  -0.5805  9.6000  -1.4633
H  -0.6496  8.2297  -2.7364
H  0.8710  9.2677  -2.4712

Output
Energy relative to the best compared isomer or geometry (same formula, charge and spin), eV: 0.0000
Lowest unoccupied orbital energy, eV: 0.54

Löwdin atomic charge list, values in e, 4 entries: -0.12 -0.17 -0.18 -0.18